No. 1
Molecular formula: C54H126N6O24
Method: DFT, the ωB97M-V functional and the def2-TZVPD basis

## Properties
total charge = 0
frontier orbital gap = 0.3309 Eh
HOMO energy = -8.8 eV
SMILES = COCCOCCOC.COCCOCCOC.COCCOCCOC.COCCOCCOC.COCCOCCOC.COCCOCCOC.CN(C)C=O.CN(C)C=O.CN(C)C=O.CN(C)C=O.CN(C)C=O.CN(C)C=O
E_tot = -4266.9861 a.u.

Last columns: bonded neighbours and bond lengths (Å).
Positions of all 210 atoms, in Å:
1 C -5.12 -0.71 1.45  N56 1.457, H88 1.098, H148 1.086, H172 1.086
2 H 9.21 -5.97 -4.30  C54 1.095
3 H 4.97 -5.24 4.09  C114 1.093
4 H 9.90 -3.12 -3.44  C190 1.096
5 H -1.59 2.15 3.28  C131 1.090
6 H 0.95 1.25 11.64  C121 1.094
7 H -7.49 0.25 -3.17  C34 1.100
8 H -8.89 2.71 -2.84  C64 1.096
9 H -0.13 5.42 -6.72  C113 1.093
10 O 1.51 1.22 6.89  C134 1.418, C140 1.403
11 C 0.49 -3.55 0.59  H27 1.087, H58 1.099, H125 1.096, O166 1.406
12 H -7.75 1.36 1.95  C82 1.089
13 O -4.21 -4.06 2.44  C95 1.418, C98 1.429
14 H -0.17 5.67 -4.98  C113 1.092
15 O 0.02 1.84 4.46  C18 1.421, C131 1.416
16 H 1.77 2.73 -2.17  C171 1.090
17 H -6.94 5.27 2.72  C207 1.095
18 C 1.28 2.40 4.79  O15 1.421, H104 1.094, C134 1.500, H158 1.099
19 H -6.95 3.68 3.38  C207 1.091
20 O -3.09 5.41 3.01  C170 1.213
21 H 0.54 3.83 -1.39  C171 1.096
22 C 2.44 2.67 0.88  N23 1.347, H103 1.101, O167 1.211
23 N 2.23 3.42 -0.22  C22 1.347, C59 1.447, C171 1.436
24 C -1.30 -0.16 -0.91  O71 1.410, C80 1.538, H147 1.096, H204 1.092
25 H 12.44 -5.96 -4.23  C85 1.096
26 O -8.68 -0.87 1.68  C173 1.217
27 H 0.82 -4.45 0.07  C11 1.087
28 H -5.75 0.04 -4.67  C53 1.096
29 C 1.48 -1.37 -3.72  H66 1.087, N105 1.442, H110 1.093, H189 1.096
30 H -6.04 1.67 2.35  C82 1.090
31 H 2.72 7.11 -4.63  C50 1.095
32 C 1.79 -2.77 -5.69  N105 1.367, O127 1.207, H175 1.104
33 C 6.93 0.50 -1.16  O150 1.218, H155 1.102, N162 1.356
34 C -7.10 0.99 -2.45  H7 1.100, H60 1.096, O139 1.395, C145 1.529
35 H -6.99 5.25 4.40  C207 1.093
36 H 3.63 4.87 0.30  C59 1.091
37 H -3.55 3.45 4.60  C38 1.085
38 C -4.63 3.55 4.54  H37 1.085, H101 1.097, H122 1.097, N210 1.434
39 H 1.78 9.66 -5.86  C169 1.091
40 H -5.52 1.07 -1.11  C145 1.092
41 H 4.26 -5.01 -0.51  C99 1.096
42 H -5.36 -2.10 -3.15  C68 1.097
43 C -5.46 -5.44 0.85  C95 1.535, H199 1.086, O201 1.410, H209 1.096
44 H -0.76 -1.28 1.38  C79 1.094
45 H 0.05 -3.50 -3.03  C126 1.095
46 O -2.30 1.51 0.57  C80 1.415, C84 1.395
47 H -0.10 2.42 2.41  C131 1.094
48 C 3.92 -2.09 4.36  N137 1.351, H192 1.104, O200 1.215
49 O -4.16 -1.76 3.96  C57 1.418, C124 1.410
50 C 2.30 7.15 -5.64  H31 1.095, H117 1.104, C195 1.495, O202 1.409
51 H 0.43 2.83 10.99  C121 1.089
52 H 1.14 9.19 -4.21  C169 1.096
53 C -4.86 -0.18 -4.07  H28 1.096, C68 1.509, H76 1.094, O112 1.408
54 C 9.96 -5.22 -4.02  H2 1.095, H168 1.096, C190 1.501, O206 1.406
55 H 0.62 2.25 -0.89  C171 1.093
56 N -6.49 -0.23 1.62  C1 1.457, C82 1.450, C173 1.354
57 C -3.05 -2.64 4.01  O49 1.418, C98 1.503, H144 1.096, H203 1.097
58 H 0.42 -3.75 1.67  C11 1.099
59 C 2.99 4.61 -0.53  N23 1.447, H36 1.091, H102 1.090, H182 1.092
60 H -7.76 1.07 -1.58  C34 1.096
61 H -1.69 3.79 -5.73  C73 1.093
62 C 4.37 -3.30 2.29  H63 1.093, H90 1.087, N137 1.451, H161 1.091
63 H 5.33 -3.79 2.11  C62 1.093
64 C -8.12 2.72 -3.62  H8 1.096, O139 1.406, H152 1.095, H176 1.088
65 H -2.20 -4.17 2.88  C98 1.097
66 H 2.36 -0.89 -4.15  C29 1.087
67 O 5.44 -4.28 -2.08  C81 1.423, C99 1.413
68 C -4.64 -1.65 -3.84  H42 1.097, C53 1.509, H108 1.103, O180 1.401
69 O 1.53 4.80 -5.58  C113 1.432, C195 1.420
70 H 4.92 0.50 1.55  C196 1.087
71 O -0.01 -0.22 -0.34  C24 1.410, C79 1.424
72 H -0.91 -2.86 -4.31  C126 1.095
73 C -0.62 3.65 -5.55  H61 1.093, H100 1.098, C113 1.514, O193 1.411
74 H 3.44 -4.69 -2.09  C99 1.085
75 H -7.20 -4.00 -0.77  C160 1.093
76 H -4.08 0.17 -4.76  C53 1.094
77 H 4.30 -4.46 5.49  C114 1.090
78 H 3.28 -5.08 4.20  C114 1.099
79 C 0.05 -0.64 1.02  H44 1.094, O71 1.424, C109 1.538, H194 1.092
80 C -2.00 1.20 -0.78  C24 1.538, O46 1.415, H128 1.093, H143 1.095
81 C 6.42 -3.55 -1.35  O67 1.423, C87 1.498, H156 1.094, H186 1.095
82 C -6.72 1.20 1.63  H12 1.089, H30 1.090, N56 1.450, H136 1.091
83 H -2.04 -2.73 -2.09  C96 1.089
84 C -3.20 2.57 0.69  O46 1.395, H86 1.101, H91 1.095, H119 1.094
85 C 11.93 -5.82 -5.19  H25 1.096, H123 1.086, H129 1.098, O206 1.403
86 H -4.24 2.37 0.37  C84 1.101
87 C 7.53 -3.13 -2.27  C81 1.498, H133 1.100, H138 1.098, O205 1.413
88 H -4.73 -0.31 0.50  C1 1.098
89 H -4.90 6.06 2.31  C170 1.106
90 H 4.45 -2.28 1.91  C62 1.087
91 H -2.93 3.52 0.22  C84 1.095
92 H 3.15 1.61 5.59  C134 1.097
93 C 4.50 0.27 -0.98  H106 1.092, H116 1.094, N162 1.465, H177 1.089
94 H 3.32 5.38 -6.31  C195 1.093
95 C -4.10 -4.99 1.38  O13 1.418, C43 1.535, H146 1.101, H188 1.096
96 C -3.07 -2.76 -2.43  H83 1.089, H115 1.095, H141 1.094, O180 1.416
97 H -6.01 -3.95 -2.04  C160 1.090
98 C -2.97 -3.41 2.72  O13 1.429, C57 1.503, H65 1.097, H184 1.096
99 C 4.21 -4.37 -1.40  H41 1.096, O67 1.413, H74 1.085, H198 1.097
100 H -0.24 2.94 -6.30  C73 1.098
101 H -5.05 2.57 4.29  C38 1.097
102 H 2.34 5.47 -0.72  C59 1.090
103 H 1.74 1.83 0.91  C22 1.101
104 H 1.82 2.70 3.89  C18 1.094
105 N 1.18 -2.55 -4.49  C29 1.442, C32 1.367, C126 1.446
106 H 4.66 -0.33 -1.89  C93 1.092
107 H -5.79 -0.60 -1.59  C145 1.091
108 H -4.96 -2.18 -4.76  C68 1.103
109 C 1.36 -1.42 1.16  C79 1.538, H165 1.087, O166 1.406, H185 1.103
110 H 1.61 -1.56 -2.65  C29 1.093
111 H -4.13 -1.48 6.07  C124 1.091
112 O -4.69 0.55 -2.88  C53 1.408, C145 1.410
113 C 0.11 4.96 -5.76  H9 1.093, H14 1.092, O69 1.432, C73 1.514
114 C 4.21 -4.52 4.40  H3 1.093, H77 1.090, H78 1.099, N137 1.436
115 H -3.67 -2.38 -1.60  C96 1.095
116 H 4.05 1.24 -1.20  C93 1.094
117 H 3.02 7.72 -6.25  C50 1.104
118 H -5.58 -3.26 -0.53  C160 1.096
119 H -3.30 2.74 1.77  C84 1.094
120 H -0.31 1.35 10.34  C121 1.094
121 C 0.61 1.78 10.74  H6 1.094, H51 1.089, H120 1.094, O132 1.416
122 H -5.01 3.72 5.55  C38 1.097
123 H 12.60 -5.46 -5.96  C85 1.086
124 C -4.26 -0.97 5.12  O49 1.410, H111 1.091, H153 1.094, H178 1.095
125 H -0.52 -3.28 0.26  C11 1.096
126 C 0.04 -3.36 -4.11  H45 1.095, H72 1.095, N105 1.446, H191 1.087
127 O 2.76 -2.19 -6.10  C32 1.207
128 H -1.32 1.94 -1.20  C80 1.093
129 H 11.61 -6.82 -5.49  C85 1.098
130 H 2.55 -0.03 9.75  C164 1.100
131 C -0.58 2.54 3.38  H5 1.090, O15 1.416, H47 1.094, H154 1.093
132 O 1.59 1.79 9.72  C121 1.416, C164 1.403
133 H 7.17 -2.67 -3.20  C87 1.100
134 C 2.07 1.41 5.60  O10 1.418, C18 1.500, H92 1.097, H174 1.101
135 H -0.32 1.42 -3.11  C163 1.085
136 H -6.59 1.56 0.61  C82 1.091
137 N 4.21 -3.25 3.74  C48 1.351, C62 1.451, C114 1.436
138 H 8.16 -2.36 -1.81  C87 1.098
139 O -6.92 2.22 -3.07  C34 1.395, C64 1.406
140 C 2.41 0.60 7.77  O10 1.403, C164 1.520, H179 1.096, H183 1.099
141 H -3.26 -3.82 -2.62  C96 1.094
142 H 6.69 0.70 1.48  C196 1.089
143 H -2.93 1.11 -1.35  C80 1.095
144 H -3.15 -3.31 4.87  C57 1.096
145 C -5.76 0.43 -1.96  C34 1.529, H40 1.092, H107 1.091, O112 1.410
146 H -3.54 -4.54 0.55  C95 1.101
147 H -2.03 -0.89 -0.56  C24 1.096
148 H -5.12 -1.79 1.40  C1 1.086
149 H 0.90 -0.10 9.15  C164 1.095
150 O 7.97 0.96 -0.73  C33 1.218
151 H 0.36 1.34 -4.71  C163 1.098
152 H -8.46 2.15 -4.48  C64 1.095
153 H -3.68 -0.04 5.08  C124 1.094
154 H -0.62 3.61 3.64  C131 1.093
155 H 6.70 -0.02 -2.10  C33 1.102
156 H 6.80 -4.28 -0.63  C81 1.094
157 H -7.12 -2.14 1.97  C173 1.104
158 H 1.12 3.31 5.39  C18 1.099
159 H 5.58 2.04 0.96  C196 1.090
160 C -6.13 -4.10 -0.97  H75 1.093, H97 1.090, H118 1.096, O201 1.406
161 H 3.58 -3.85 1.79  C62 1.091
162 N 5.82 0.48 -0.38  C33 1.356, C93 1.465, C196 1.464
163 C -0.44 1.81 -4.12  H135 1.085, H151 1.098, H181 1.094, O193 1.415
164 C 1.80 0.53 9.16  H130 1.100, O132 1.403, C140 1.520, H149 1.095
165 H 2.27 -0.85 0.99  C109 1.087
166 O 1.45 -2.56 0.33  C11 1.406, C109 1.406
167 O 3.32 2.85 1.70  C22 1.211
168 H 10.43 -5.60 -3.11  C54 1.096
169 C 1.04 9.09 -5.30  H39 1.091, H52 1.096, H187 1.093, O202 1.411
170 C -4.30 5.38 2.94  O20 1.213, H89 1.106, N210 1.354
171 C 1.29 3.04 -1.24  H16 1.090, H21 1.096, N23 1.436, H55 1.093
172 H -4.45 -0.30 2.20  C1 1.086
173 C -7.49 -1.13 1.74  O26 1.217, N56 1.354, H157 1.104
174 H 2.04 0.42 5.12  C134 1.101
175 H 1.30 -3.62 -6.20  C32 1.104
176 H -8.02 3.75 -3.95  C64 1.088
177 H 3.83 -0.28 -0.33  C93 1.089
178 H -5.30 -0.61 5.13  C124 1.095
179 H 3.35 1.15 7.82  C140 1.096
180 O -3.29 -1.88 -3.53  C68 1.401, C96 1.416
181 H -1.37 1.45 -4.57  C163 1.094
182 H 3.66 4.46 -1.38  C59 1.092
183 H 2.59 -0.44 7.45  C140 1.099
184 H -2.80 -2.79 1.83  C98 1.096
185 H 1.40 -1.77 2.21  C109 1.103
186 H 6.00 -2.66 -0.88  C81 1.095
187 H 0.04 9.51 -5.42  C169 1.093
188 H -3.47 -5.82 1.73  C95 1.096
189 H 0.63 -0.68 -3.80  C29 1.096
190 C 9.22 -3.95 -3.70  H4 1.096, C54 1.501, O205 1.415, H208 1.099
191 H 0.13 -4.34 -4.57  C126 1.087
192 H 3.63 -2.22 5.42  C48 1.104
193 O -0.27 3.21 -4.26  C73 1.411, C163 1.415
194 H 0.04 0.26 1.65  C79 1.092
195 C 2.31 5.79 -6.25  C50 1.495, O69 1.420, H94 1.093, H197 1.100
196 C 5.74 0.96 1.00  H70 1.087, H142 1.089, H159 1.090, N162 1.464
197 H 1.97 5.81 -7.30  C195 1.100
198 H 3.98 -3.37 -1.01  C99 1.097
199 H -5.64 -6.47 1.15  C43 1.086
200 O 3.83 -1.02 3.80  C48 1.215
201 O -5.58 -5.33 -0.55  C43 1.410, C160 1.406
202 O 1.05 7.77 -5.81  C50 1.409, C169 1.411
203 H -2.12 -2.08 4.18  C57 1.097
204 H -1.10 -0.36 -1.97  C24 1.092
205 O 8.31 -4.24 -2.66  C87 1.413, C190 1.415
206 O 10.87 -4.91 -5.05  C54 1.406, C85 1.403
207 C -6.56 4.68 3.57  H17 1.095, H19 1.091, H35 1.093, N210 1.448
208 H 8.61 -3.60 -4.54  C190 1.099
209 H -6.18 -4.78 1.34  C43 1.096
210 N -5.12 4.56 3.64  C38 1.434, C170 1.354, C207 1.448

Atomic partial charges in e from the Mulliken method, atoms 1 to 5: 1.09 0.28 0.31 0.26 -0.40


No. 2
Molecular formula: C23H26F3N5O5
Method: DFT, the ωB97M-V functional and the def2-TZVPD basis

## Properties
total charge = 0
frontier orbital gap = 0.3267 Eh
HOMO energy = -9.0 eV
SMILES = O=C(NO)c1ccc(CNC(=O)c2cccnc2C(F)(F)F)cc1.CNC(=O)[C@@H]1CCCN1C(C)=O
E_tot = -1841.6397 a.u.

Last columns: bonded neighbours and bond lengths (Å).
Positions of all 62 atoms, in Å:
1 C -0.99 -1.16 -5.43  C26 1.548, O32 1.229, N43 1.338
2 C -1.54 0.48 -3.56  C4 1.524, H10 1.092, C26 1.537, H56 1.091
3 N -2.57 -1.69 -3.45  C26 1.476, C38 1.458, C60 1.349
4 C -2.28 0.33 -2.23  C2 1.524, C38 1.524, H46 1.091, H53 1.089
5 C -0.11 1.26 4.52  O11 1.220, N15 1.382, C54 1.456
6 H 3.09 3.50 0.92  C52 1.085
7 O 5.89 3.77 -1.91  N16 1.427, H39 0.981
8 C -3.86 -0.65 4.46  N9 1.338, H20 1.086, C61 1.390
9 N -3.24 -0.43 3.30  C8 1.338, C28 1.359
10 H -0.47 0.38 -3.39  C2 1.092
11 O -0.08 2.46 4.72  C5 1.220
12 H -4.34 -4.52 -3.12  C50 1.089
13 H 1.11 -2.66 -6.37  C59 1.092
14 H 0.12 -4.13 -6.51  C59 1.091
15 N 1.06 0.52 4.54  C5 1.382, H22 1.015, C33 1.463
16 N 5.12 3.42 -0.77  O7 1.427, H17 1.017, C37 1.386
17 H 4.28 3.95 -0.55  N16 1.017
18 H -1.58 -3.07 -5.31  N43 1.012
19 C 5.08 1.01 2.13  C35 1.400, C45 1.407, H49 1.088
20 H -4.83 -1.13 4.46  C8 1.086
21 C 3.16 1.38 3.58  C33 1.510, C34 1.400, C35 1.402
22 H 0.99 -0.47 4.35  N15 1.015
23 F -2.35 1.12 1.09  C36 1.362
24 H -3.22 -1.43 -1.44  C38 1.090
25 O -3.52 -3.09 -4.93  C60 1.225
26 C -2.06 -0.69 -4.41  C1 1.548, C2 1.537, N3 1.476, H30 1.090
27 H 2.93 0.38 5.46  C33 1.095
28 C -2.03 0.19 3.25  N9 1.359, C36 1.543, C54 1.422
29 H -0.13 -2.77 -7.63  C59 1.092
30 H -2.91 -0.34 -4.99  C26 1.090
31 F -0.28 1.12 1.79  C36 1.359
32 O -0.26 -0.33 -5.97  C1 1.229
33 C 2.38 1.08 4.84  N15 1.463, C21 1.510, H27 1.095, H40 1.096
34 C 2.73 2.39 2.71  C21 1.400, H42 1.087, C52 1.398
35 C 4.34 0.69 3.27  C19 1.400, C21 1.402, H41 1.086
36 C -1.45 0.43 1.84  F23 1.362, C28 1.543, F31 1.359, F44 1.363
37 C 5.46 2.37 0.07  N16 1.386, C45 1.478, O58 1.228
38 C -2.39 -1.18 -2.09  N3 1.458, C4 1.524, H24 1.090, H57 1.091
39 H 6.65 3.15 -2.00  O7 0.981
40 H 2.29 2.01 5.42  C33 1.096
41 H 4.70 -0.10 3.93  C35 1.086
42 H 1.82 2.93 2.92  C34 1.087
43 N -0.86 -2.47 -5.69  C1 1.338, H18 1.012, C59 1.462
44 F -1.21 -0.77 1.24  C36 1.363
45 C 4.66 2.03 1.26  C19 1.407, C37 1.478, C52 1.408
46 H -3.27 0.77 -2.31  C4 1.091
47 C -2.05 0.36 5.68  H51 1.089, C54 1.401, C61 1.390
48 H -4.66 -3.07 -2.14  C50 1.088
49 H 6.00 0.46 1.92  C19 1.088
50 C -3.90 -3.63 -2.67  H12 1.089, H48 1.088, C60 1.519, H62 1.088
51 H -1.60 0.68 6.62  C47 1.089
52 C 3.47 2.71 1.56  H6 1.085, C34 1.398, C45 1.408
53 H -1.71 0.77 -1.42  C4 1.089
54 C -1.40 0.58 4.46  C5 1.456, C28 1.422, C47 1.401
55 H -3.83 -0.45 6.60  C61 1.085
56 H -1.76 1.44 -4.03  C2 1.091
57 H -1.46 -1.58 -1.68  C38 1.091
58 O 6.48 1.75 -0.23  C37 1.228
59 C 0.12 -3.05 -6.60  H13 1.092, H14 1.091, H29 1.092, N43 1.462
60 C -3.31 -2.76 -3.77  N3 1.349, O25 1.225, C50 1.519
61 C -3.30 -0.27 5.68  C8 1.390, C47 1.390, H55 1.085
62 H -3.11 -3.94 -1.98  C50 1.088

Atomic partial charges in e from the Mulliken method, atoms 1 to 5: 0.14 -0.89 0.20 -0.33 -0.06


| no. | F_max (eV/Å) |
| --- | --- |
| 1 | 2.1 |
| 2 | 3.0 |